1.
C5H10 | ωB97M-V/def2-TZVPD

Each line ends with the Mulliken charge.
Cartesian coordinates (Å):
C (-0.1698, 1.8531, 0.8396)  -0.86
C (-0.2709, 0.8018, -0.1445)  -0.06
C (-1.2044, -0.1954, -0.0676)  0.58
C (-0.5477, -0.8538, 1.0165)  -0.94
C (-2.4905, -0.4599, -0.7410)  -0.88
H (0.5055, 2.5364, 0.4741)  0.36
H (-1.1801, 2.1898, 1.1911)  0.29
H (0.3615, 1.4051, 1.8440)  0.23
H (0.6103, 0.5494, -0.7862)  0.25
H (5.1574, -2.1720, -2.3519)  -0.02
H (0.4328, -0.7067, 1.5028)  0.29
H (-1.1035, -1.7175, 1.6575)  0.20
H (5.8869, -2.2396, -2.5172)  0.02
H (-3.2139, -1.2359, -0.4198)  0.27
H (-2.7735, 0.2452, -1.4973)  0.26

Properties
LUMO level	-1.1	eV
HOMO-LUMO gap	5.2991	eV
total energy	-5339.5219	eV
HOMO level	-6.4	eV
ΔE to the lowest compared entry with this formula, charge and spin	178.6	kcal per mole

2.
C6H5Br2O5 | ωB97M-V/def2-TZVPD

Each line ends with the Mulliken charge.
Cartesian coordinates (Å):
C (-2.0776, -0.3947, -1.5244)  0.31
C (-2.0704, 0.3237, -0.4395)  -0.22
C (-0.9224, -1.3991, -1.8548)  0.93
C (-0.8521, 0.0290, 0.4791)  0.30
C (1.8362, 0.2335, 0.9659)  -1.22
C (0.4849, 0.6676, 0.4325)  0.87
O (-2.8690, 1.3729, 0.0540)  -0.60
O (-0.9300, -1.9579, -2.9285)  -0.81
O (-0.0799, -1.5847, -0.9740)  -0.62
O (-2.9696, -0.4191, -2.5206)  -0.67
O (-0.4687, 1.2194, 1.2700)  -0.60
Br (-1.1769, -1.4151, 1.6190)  -0.09
Br (0.7512, 1.5445, -1.2885)  -0.22
H (2.1081, 0.7241, 1.9122)  0.33
H (2.6245, 0.6269, 0.2556)  0.35
H (2.0576, -0.8268, 1.1040)  0.27
H (-2.4539, -0.8815, -3.2672)  0.31
H (-2.3832, 1.5217, 0.8660)  0.39

Properties
structure (SMILES)	C[C@]1(Br)O[C@@]1(Br)/C(O)=C(/O)C(=O)[O-]
LUMO level	3.1	eV
HOMO-LUMO gap	7.7693	eV
total charge	-1
total energy	-156625.2144	eV
HOMO level	-4.7	eV
ΔE to the lowest compared entry with this formula, charge and spin	36.9	kcal per mole

3.
C35H65As2CoN2O11S2Si | ωB97M-V/def2-TZVPD

Each line ends with the Löwdin spin population.
Cartesian coordinates (Å):
Co (0.3548, 0.9413, 0.3715)  2.69
C (3.0753, -1.4242, 1.2315)  0.00
C (2.7546, -1.3303, -0.2484)  0.00
C (3.5365, -0.2445, -0.9570)  0.00
C (2.9782, -2.6690, -0.9329)  0.00
O (1.3276, -0.9379, -0.3611)  0.04
Si (0.0355, -1.9418, -0.6666)  0.05
S (-1.3916, -0.2985, -0.6568)  0.76
O (0.0479, -2.7488, -2.0296)  0.01
C (-0.0956, -2.6066, -3.4665)  0.00
C (0.4415, -1.2431, -3.8730)  0.01
C (0.7067, -3.7306, -4.0960)  0.00
C (-1.5749, -2.7445, -3.7843)  0.00
O (-0.2602, -2.8610, 0.6151)  0.03
C (-0.7828, -4.2291, 0.7546)  0.00
C (-0.9490, -4.4385, 2.2505)  0.00
C (-2.1179, -4.3174, 0.0361)  0.00
C (0.2384, -5.2005, 0.1875)  0.00
H (4.1049, -1.7566, 1.3613)  0.00
H (2.4130, -2.1366, 1.7258)  0.00
H (2.9620, -0.4560, 1.7249)  0.00
H (4.5983, -0.3371, -0.7301)  0.00
H (3.1947, 0.7402, -0.6477)  0.00
H (3.4037, -0.3147, -2.0376)  0.00
H (4.0388, -2.9145, -0.8863)  0.00
H (2.6851, -2.6286, -1.9799)  0.00
H (2.4271, -3.4732, -0.4418)  0.00
H (1.4897, -1.1330, -3.5910)  0.00
H (-0.1311, -0.4414, -3.3955)  0.01
H (0.3645, -1.1200, -4.9531)  0.00
H (1.7601, -3.6571, -3.8265)  0.00
H (0.6240, -3.6847, -5.1815)  0.00
H (0.3288, -4.6974, -3.7643)  0.00
H (-2.1596, -1.9963, -3.2477)  0.00
H (-1.9376, -3.7335, -3.5050)  0.00
H (-1.7410, -2.6132, -4.8540)  0.00
H (-1.8103, -3.8893, 2.6306)  0.00
H (-0.0555, -4.1159, 2.7866)  0.00
H (-1.1112, -5.4968, 2.4532)  0.00
H (-2.8156, -3.5798, 0.4365)  0.00
H (-2.5496, -5.3067, 0.1854)  0.00
H (-2.0036, -4.1557, -1.0366)  0.00
H (1.1798, -5.1241, 0.7339)  0.00
H (0.4189, -5.0140, -0.8715)  0.00
H (-0.1322, -6.2193, 0.2952)  0.00
C (0.4838, -3.0222, 7.0321)  0.00
O (0.2843, -1.6715, 6.5482)  0.00
C (0.2345, -1.5152, 5.2524)  0.00
O (0.3383, -2.4121, 4.4221)  0.01
C (-0.0206, -0.1521, 4.7352)  0.01
C (-0.1036, 0.9712, 5.4451)  0.00
As (-0.7357, 2.7352, 4.7897)  0.00
C (0.6672, 3.8388, 5.5846)  0.00
C (0.1056, 2.1221, 3.0675)  0.05
C (-0.6409, 1.4671, 2.1421)  0.02
As (-0.1708, -0.5763, 2.8063)  0.05
C (-2.0143, -1.1921, 2.8756)  0.01
C (-2.1069, 1.8280, 2.0759)  0.00
O (-2.8987, 1.7233, 2.9744)  0.00
O (-2.4028, 2.2991, 0.8621)  0.00
C (-3.7636, 2.7620, 0.7016)  0.00
C (1.6090, 1.9747, 3.0067)  0.01
O (2.3662, 1.9073, 3.9286)  0.01
O (2.0284, 2.0182, 1.7143)  0.02
C (3.4463, 2.3020, 1.5677)  0.00
C (-0.0367, 1.0770, 6.9580)  0.00
O (-1.0450, 1.4333, 7.5027)  0.00
O (1.0816, 0.8679, 7.6314)  0.00
C (2.3452, 0.6283, 6.9926)  0.00
H (0.5153, -2.9350, 8.1118)  0.00
H (1.4171, -3.4202, 6.6415)  0.00
H (-0.3483, -3.6472, 6.7174)  0.00
H (0.4295, 3.9127, 6.6469)  0.00
H (0.5823, 4.8353, 5.1529)  0.00
H (1.6707, 3.4492, 5.4534)  0.00
H (-2.6403, -0.4657, 3.3850)  0.00
H (-1.9801, -2.1235, 3.4385)  0.00
H (-2.3915, -1.3938, 1.8733)  0.01
H (-4.4262, 1.9078, 0.5751)  0.00
H (-3.7574, 3.3830, -0.1879)  0.00
H (-4.0719, 3.3354, 1.5710)  0.00
H (3.5807, 2.5856, 0.5300)  0.00
H (4.0348, 1.4248, 1.8233)  0.00
H (3.7079, 3.1239, 2.2289)  0.00
H (2.7723, -0.2593, 7.4517)  0.00
H (2.9847, 1.4859, 7.1902)  0.00
H (2.2430, 0.4930, 5.9203)  0.00
C (-5.0874, 0.8552, -2.4518)  0.00
C (-4.0831, 1.9615, -2.7523)  0.00
C (-3.0447, 1.5267, -3.7849)  0.00
C (-1.9094, 2.5216, -3.9636)  0.00
N (-1.0766, 2.4992, -2.7526)  0.01
C (0.0861, 3.0679, -2.4805)  0.02
S (0.8758, 2.7510, -0.9500)  0.11
N (0.7245, 3.9445, -3.2381)  0.01
C (0.3905, 4.6536, -4.4871)  0.00
C (1.3968, 4.3903, -5.6009)  0.00
C (1.2555, 3.0525, -6.3237)  0.00
C (1.7811, 1.8511, -5.5429)  0.00
H (-5.8370, 1.1819, -1.7326)  0.00
H (-4.5864, -0.0233, -2.0386)  0.00
H (-5.6102, 0.5468, -3.3579)  0.00
H (-3.5821, 2.2575, -1.8232)  0.00
H (-4.6042, 2.8479, -3.1219)  0.00
H (-3.5232, 1.3793, -4.7546)  0.00
H (-2.6268, 0.5574, -3.4961)  0.00
H (-2.3228, 3.5211, -4.1056)  0.00
H (-1.2990, 2.2633, -4.8298)  0.00
H (-1.4147, 1.8965, -2.0109)  0.01
H (1.6049, 4.2341, -2.8338)  0.00
H (0.3925, 5.7162, -4.2417)  0.00
H (-0.6134, 4.3994, -4.8013)  0.00
H (2.4095, 4.4869, -5.1954)  0.00
H (1.2762, 5.2026, -6.3198)  0.00
H (1.8016, 3.1191, -7.2656)  0.00
H (0.2070, 2.8977, -6.5998)  0.00
H (2.8465, 1.9660, -5.3347)  0.00
H (1.6577, 0.9353, -6.1208)  0.00
H (1.2699, 1.7133, -4.5865)  0.00

Properties
LUMO level (spin up / spin down)	-6.2 / -8.3	eV
2S+1	5
HOMO-LUMO gap (spin up / spin down)	7.6010 / 5.4834	eV
total charge	+2
total energy	-251694.7507	eV
HOMO level (spin up / spin down)	-13.8 / -13.8	eV
ΔE to the lowest compared entry with this formula, charge and spin	0.0	kcal per mole

4.
C14H32CoN4OP2S | ωB97M-V/def2-TZVPD

Each line ends with the Löwdin spin population.
Cartesian coordinates (Å):
Co (0.2132, -0.0564, -0.5029)  2.28
P (-1.6955, -0.9695, -0.2314)  0.06
P (-0.3816, 2.0181, -0.3081)  0.09
N (0.6048, -1.6914, -1.4554)  0.07
N (1.5724, 0.5648, -1.6471)  0.13
H (2.1699, -2.4533, -2.6881)  0.00
H (3.5015, -0.2759, -1.4523)  0.00
H (2.5632, -2.2870, -0.9354)  0.00
C (2.0253, -1.8301, -1.7862)  0.00
H (2.7990, -0.3154, -3.1077)  0.00
C (2.5718, -0.4307, -2.0337)  0.01
H (-0.0258, -3.4762, -2.3413)  0.00
H (2.6364, 2.1582, -2.4812)  0.00
C (-0.2356, -2.6738, -1.6266)  0.01
C (1.7808, 1.8748, -1.8560)  0.01
C (-1.4306, -2.7378, -0.7543)  0.01
C (0.8957, 2.7768, -1.3056)  0.06
H (-1.2029, -3.3253, 0.1534)  0.00
H (0.9881, 3.8524, -1.4679)  0.00
H (-1.5547, 2.4693, -0.9450)  0.02
H (-0.2715, 2.7251, 0.9169)  0.02
H (-2.8358, -0.5716, -1.0033)  0.01
H (-2.2059, -1.1474, 1.0754)  0.01
H (-0.8889, 0.4989, -3.7576)  0.04
C (-1.5420, 0.7205, -4.6694)  0.09
C (-1.2177, 2.1911, -4.9735)  0.07
C (-1.0825, -0.3630, -5.6672)  0.00
O (-2.8509, 0.7438, -4.3462)  0.79
H (-0.2322, 2.3867, -5.4186)  0.01
H (-2.0023, 2.6239, -5.6048)  0.00
H (-1.3167, 2.7213, -4.0166)  0.00
H (-0.7416, -1.2704, -5.1583)  0.00
H (-1.9260, -0.6681, -6.2846)  0.00
H (-0.2640, -0.0310, -6.3167)  0.00
H (-2.2898, -3.1526, -1.2349)  0.00
C (-1.0507, -2.2373, 5.0907)  0.00
C (0.2090, -1.5829, 4.5637)  0.00
N (-0.0014, -1.1264, 3.1663)  0.01
C (0.7981, -0.1657, 2.6262)  0.03
S (1.5325, -0.4126, 1.0751)  0.12
N (1.0374, 0.9622, 3.2972)  0.02
C (0.0461, 1.6022, 4.1987)  0.00
C (0.7532, 2.2943, 5.3445)  0.00
H (-1.9005, -1.5492, 5.0406)  0.00
H (-0.8998, -2.5351, 6.1302)  0.00
H (-1.3001, -3.1356, 4.5135)  0.00
H (0.4988, -0.7209, 5.1712)  0.00
H (1.0443, -2.2946, 4.5720)  0.00
H (-0.1572, -1.9139, 2.5377)  0.00
H (1.6460, 1.6238, 2.8043)  0.00
H (-0.5321, 2.3325, 3.6181)  0.00
H (-0.6428, 0.8291, 4.5559)  0.00
H (1.2777, 3.1918, 5.0030)  0.00
H (0.0302, 2.6039, 6.1000)  0.00
H (1.4836, 1.6355, 5.8234)  0.00

Properties
LUMO level (spin up / spin down)	-2.7 / -3.5	eV
2S+1	5
HOMO-LUMO gap (spin up / spin down)	6.7313 / 6.4246	eV
total charge	+1
total energy	-90074.2932	eV
HOMO level (spin up / spin down)	-9.5 / -9.9	eV

5.
C5H10O2 | ωB97M-V/def2-TZVPD

Each line ends with the Mulliken charge.
Cartesian coordinates (Å):
C (2.6577, 0.1800, -0.0891)  -0.72
O (1.3403, 0.4763, -0.4916)  -0.31
C (0.3932, -0.2628, 0.2121)  -0.18
C (-0.0479, 0.1971, 1.6031)  -0.67
C (-0.9132, 0.3479, 0.4255)  0.21
C (-1.9871, 0.8600, -0.1460)  -0.17
O (-2.2429, 0.8347, -1.4822)  -0.52
H (2.8996, -0.8820, -0.2474)  0.30
H (2.8162, 0.4203, 0.9720)  0.29
H (3.3231, 0.7927, -0.7017)  0.24
H (0.4610, -1.3443, 0.0507)  0.36
H (-0.2691, -0.5639, 2.3505)  0.22
H (0.4290, 1.0958, 1.9931)  0.24
H (-2.1649, -2.3340, -1.4413)  0.19
H (-2.4525, -1.6491, -1.4856)  -0.18
H (-2.7868, 1.3483, 0.4027)  0.36
H (-1.4557, 0.4831, -1.9247)  0.34

Properties
structure (SMILES)	CO[C@H]1C/C1=C/O.[H][H]
LUMO level	1.0	eV
HOMO-LUMO gap	9.9043	eV
total energy	-9438.6782	eV
HOMO level	-8.9	eV
ΔE to the lowest compared entry with this formula, charge and spin	100.7	kcal per mole

6.
C20H25N2O2PtS3 | ωB97M-V/def2-TZVPD

Each line ends with the Löwdin spin population.
Cartesian coordinates (Å):
Pt (-1.2975, -0.0659, 2.1338)  1.09
S (-2.8483, -1.6422, 3.1110)  0.30
C (-1.6248, -2.6075, 3.8663)  0.05
C (-1.9458, -3.9541, 4.0594)  0.01
N (-2.2303, -5.0666, 4.1573)  0.01
C (-0.3863, -2.1049, 4.2417)  0.04
S (0.0791, -0.4495, 4.0009)  0.31
C (0.5835, -2.9018, 4.8496)  0.01
N (1.4295, -3.5193, 5.3309)  0.00
O (0.3229, 1.8121, 1.8797)  0.04
S (1.0679, 1.8232, 0.6079)  0.01
C (2.7146, 2.5738, 1.0745)  0.00
C (3.7870, 1.6140, 0.6056)  0.00
C (3.2658, 0.2237, 0.9532)  0.00
C (1.8523, 0.1591, 0.4085)  0.00
H (2.6877, 2.6577, 2.1577)  0.00
H (2.7967, 3.5628, 0.6274)  0.00
H (4.7506, 1.8135, 1.0795)  0.00
H (3.9162, 1.7026, -0.4755)  0.00
H (3.2435, 0.0923, 2.0363)  0.00
H (3.8950, -0.5583, 0.5239)  0.00
H (1.2194, -0.5553, 0.9330)  0.00
H (1.8282, -0.0496, -0.6599)  0.00
C (-0.4186, -2.7377, 0.4098)  0.00
C (-1.2073, -2.4300, -0.8660)  0.00
C (-2.6977, -2.2886, -0.5564)  0.00
C (-0.7054, -1.2047, -1.5993)  0.01
C (-0.0546, -1.3882, -2.8067)  0.00
C (0.3197, -0.3299, -3.6161)  0.01
C (0.0032, 0.9602, -3.2214)  0.00
C (-0.6021, 1.2000, -2.0069)  0.01
C (-1.0314, 2.5928, -1.6072)  0.00
C (-2.3103, 2.9592, -2.3670)  0.00
C (0.0374, 3.6594, -1.8538)  0.00
C (-0.9428, 0.1209, -1.1348)  0.00
O (-1.4762, 0.4149, 0.0066)  0.10
H (-0.8122, -3.6380, 0.8807)  0.00
H (-0.5194, -1.9109, 1.1295)  0.00
H (0.6363, -2.8935, 0.1892)  0.00
H (-1.0779, -3.2875, -1.5381)  0.00
H (-2.8558, -1.4451, 0.1106)  0.00
H (-3.0785, -3.1841, -0.0715)  0.00
H (-3.2617, -2.1061, -1.4690)  0.00
H (0.1493, -2.3999, -3.1336)  0.00
H (0.8169, -0.5100, -4.5587)  0.00
H (0.2317, 1.7917, -3.8740)  0.00
H (-1.2681, 2.5605, -0.5392)  0.00
H (-2.1366, 2.9006, -3.4412)  0.00
H (-2.6270, 3.9722, -2.1218)  0.00
H (-3.1131, 2.2720, -2.1104)  0.00
H (0.0461, 3.9607, -2.8993)  0.00
H (1.0258, 3.2922, -1.5896)  0.00
H (-0.1765, 4.5370, -1.2471)  0.00

Properties
LUMO level (spin up / spin down)	2.3 / 1.1	eV
2S+1	3
HOMO-LUMO gap (spin up / spin down)	6.6403 / 5.8394	eV
total charge	-1
total energy	-63973.9807	eV
HOMO level (spin up / spin down)	-4.3 / -4.7	eV
ΔE to the lowest compared entry with this formula, charge and spin	5.4	kcal per mole

> Among the records above, which one has the lowest total energy?

C35H65As2CoN2O11S2Si